[1]
Molecular formula: C12H24Cl12O6
Method: DFT, ωB97M-V/def2-TZVPD

Kohn-Sham gap: 8.39 eV
energy relative to the best compared isomer or geometry (same formula, charge and spin): 24.415 eV

ORCA input file:
```
! wB97M-V def2-TZVPD RIJCOSX def2/J DEFGRID3
* xyz 0 1
C 3.65 1.78 2.45
O 3.02 1.15 1.32
C 2.39 1.82 0.23
O 1.89 1.28 -0.76
O 2.71 3.19 0.23
C 2.33 4.01 -0.86
H 3.07 2.57 2.94
H 4.66 2.14 2.29
H 3.78 0.91 3.09
H 2.34 5.03 -0.49
H 1.40 3.83 -1.40
H 3.07 3.88 -1.65
C 1.92 -2.48 -0.78
O 1.14 -3.19 -1.67
C -0.20 -3.03 -1.77
O -0.81 -2.20 -1.07
O -0.68 -3.86 -2.74
C -1.96 -3.78 -3.20
H 1.58 -1.45 -0.68
H 2.93 -2.58 -1.19
H 1.90 -2.85 0.24
H -2.50 -2.85 -3.04
H -2.62 -4.59 -2.90
H -1.75 -3.80 -4.27
C 0.30 -0.22 0.23
Cl -1.18 -0.42 1.23
Cl 1.76 -0.79 1.05
H 0.17 -0.83 -0.66
H 0.46 0.79 -0.13
C -2.76 -0.25 2.86
Cl -1.75 1.00 3.50
Cl -3.89 -0.98 4.14
H -3.37 0.29 2.14
H -2.07 -0.97 2.43
C -0.66 -2.75 1.38
Cl -0.08 -4.32 1.91
Cl -2.46 -2.68 1.47
H -0.36 -1.97 2.07
H -0.29 -2.62 0.36
C -2.79 -1.03 -0.65
Cl -2.32 -0.18 -2.16
Cl -4.04 -2.21 -0.88
H -1.85 -1.48 -0.34
H -3.13 -0.32 0.11
C -1.03 3.46 0.93
Cl -0.04 1.97 0.77
Cl -1.60 3.67 2.61
H -0.36 4.30 0.69
H -1.83 3.50 0.20
C 0.50 1.99 -1.83
Cl 0.19 3.75 -2.03
Cl -0.60 0.94 -2.78
H 1.47 1.70 -2.24
H 0.38 1.76 -0.78
*
```

Want to see where the charge sits? The natural (NBO) charges in e are: -0.251, -0.536, 1.047, -0.711, -0.524, -0.309, 0.202, 0.193, 0.203, 0.186, 0.128, 0.166, -0.278, -0.488, 1.067, -0.721, -0.468, -0.267, 0.191, 0.211, 0.196, 0.210, 0.197, 0.194, -0.420, 0.039, 0.016, 0.261, 0.201, -0.388, -0.008, -0.063, 0.214, 0.199, -0.446, -0.034, -0.022, 0.219, 0.258, -0.491, -0.041, -0.047, 0.304, 0.190, -0.394, 0.081, -0.012, 0.224, 0.236, -0.305, 0.042, -0.011, 0.248, 0.112

***

[2]
Molecular formula: C12H24Cl2N2OV
Method: DFT, ωB97M-V/def2-TZVPD

Kohn-Sham gap (alpha / beta): 4.76 / 4.72 eV

ORCA input file:
```
! wB97M-V def2-TZVPD RIJCOSX def2/J DEFGRID3
* xyz -1 3
V 0.19 0.09 -1.00
Cl 0.29 -2.12 -1.19
Cl 1.21 1.90 -0.49
C 2.66 -0.43 -2.53
H 3.16 0.17 -1.78
H 3.18 -1.30 -2.96
C -1.53 0.50 -1.35
C 1.50 -0.01 -3.09
H -2.45 0.52 -0.76
C 0.89 -0.71 -4.27
H 1.08 0.99 -2.84
C -0.38 -0.01 -4.79
H 1.60 -0.82 -5.12
H 0.67 -1.76 -4.01
C -1.57 -0.18 -3.82
H -0.17 1.06 -4.97
H -0.66 -0.44 -5.76
C -1.70 0.94 -2.77
H -2.48 -0.19 -4.45
H -1.53 -1.18 -3.36
H -0.98 1.76 -2.96
H -2.69 1.41 -2.95
C 2.38 -0.17 2.33
N 1.20 -0.08 3.22
C 1.48 -0.10 4.66
C 0.00 -0.04 2.62
O -0.06 -0.13 1.37
N -1.19 0.09 3.26
C -1.55 0.11 4.66
C -2.32 0.16 2.35
H 3.24 -0.25 3.02
H 2.46 0.71 1.68
H 2.33 -1.04 1.67
H 1.10 0.82 5.14
H 0.98 -0.96 5.14
H 2.58 -0.18 4.73
H -2.13 1.03 4.85
H -2.24 -0.73 4.85
H -0.64 0.05 5.25
H -2.30 1.03 1.70
H -2.41 -0.71 1.70
H -3.20 0.21 3.00
*
```

Want to see where the charge sits? The natural (NBO) charges in e are: 0.741, -0.599, -0.574, -0.342, 0.216, 0.190, -0.691, -0.245, 0.131, -0.453, 0.251, -0.382, 0.194, 0.234, -0.411, 0.187, 0.186, -0.456, 0.179, 0.225, 0.170, 0.184, -0.399, -0.447, -0.399, 0.796, -0.670, -0.445, -0.396, -0.397, 0.170, 0.239, 0.222, 0.188, 0.186, 0.211, 0.188, 0.186, 0.206, 0.229, 0.228, 0.170

***

[3]
Molecular formula: C12H24Cl8O6
Method: DFT, ωB97M-V/def2-TZVPD

SMILES: CCOC(=O)OC.CCOC(=O)OC.ClCCl.ClCCl.ClCCl.ClCCl
Kohn-Sham gap: 11.04 eV
energy relative to the best compared isomer or geometry (same formula, charge and spin): 0.353 eV

ORCA input file:
```
! wB97M-V def2-TZVPD RIJCOSX def2/J DEFGRID3
* xyz 0 1
C 3.21 22.69 31.80
Cl 2.42 22.25 33.30
Cl 2.34 22.42 30.31
H 3.35 23.77 31.80
H 4.19 22.23 31.66
C 7.13 13.61 26.17
Cl 8.53 13.85 27.23
Cl 6.64 15.06 25.30
H 7.43 12.83 25.47
H 6.29 13.18 26.71
C 11.40 17.98 32.46
Cl 10.20 16.58 32.62
Cl 12.25 18.19 33.96
H 11.98 17.79 31.56
H 10.84 18.90 32.31
C 5.26 18.61 28.88
Cl 4.48 18.00 30.38
Cl 6.94 19.18 29.34
H 5.34 17.79 28.17
H 4.59 19.44 28.61
C -1.01 20.70 24.01
C -0.90 20.57 25.53
O -0.83 19.16 25.76
C 0.37 18.49 25.73
O 1.43 18.96 25.53
O 0.13 17.15 25.89
C 1.13 16.25 26.31
H -0.77 21.58 23.41
H -2.06 20.48 23.83
H -0.47 19.86 23.58
H -1.83 20.93 25.96
H -0.05 21.16 25.86
H 2.03 16.26 25.70
H 0.84 15.20 26.44
H 1.51 16.58 27.28
C 6.90 22.83 25.55
C 6.47 23.88 26.57
O 7.64 24.20 27.32
C 7.56 25.07 28.31
O 6.63 25.20 29.10
O 8.76 25.72 28.40
C 8.80 26.80 29.25
H 7.40 21.96 25.97
H 7.61 23.31 24.88
H 6.01 22.49 25.01
H 5.66 23.62 27.26
H 6.32 24.74 25.92
H 8.59 26.61 30.30
H 8.24 27.63 28.84
H 9.87 27.02 29.25
*
```

Want to see where the charge sits? The natural (NBO) charges in e are: -0.426, 0.000, -0.023, 0.223, 0.227, -0.412, -0.016, -0.013, 0.220, 0.222, -0.379, -0.071, 0.005, 0.225, 0.220, -0.357, -0.045, -0.059, 0.228, 0.232, -0.640, -0.070, -0.512, 1.003, -0.617, -0.517, -0.255, 0.222, 0.205, 0.216, 0.196, 0.195, 0.187, 0.206, 0.180, -0.620, -0.069, -0.511, 0.990, -0.639, -0.496, -0.254, 0.217, 0.213, 0.217, 0.205, 0.180, 0.192, 0.183, 0.192

***

Across the entries above, E takes the values -6444.4290, -2520.7627, -4604.5472 Eh, respectively.